[1]
{
  "formula": "C5H9NO3S",
  "method": "the ωB97M-V functional and the def2-TZVPD basis",
  "elements": ["C", "C", "C", "C", "C", "N", "O", "O", "O", "S", "H", "H", "H", "H", "H", "H", "H", "H", "H"],
  "positions_angstrom": [[-3.099, -0.314, 0.762], [-1.976, -0.251, 0.062], [2.229, -0.689, 0.092], [0.596, 1.884, 0.618], [0.941, -0.278, -0.406], [0.489, -0.983, -1.672], [1.068, -2.005, -1.918], [-0.346, -0.539, -2.404], [0.502, 0.998, -0.444], [-0.669, -1.309, 0.605], [-4.032, 0.246, 0.585], [-3.237, -1.289, 1.300], [-1.808, 0.672, -0.494], [2.992, -0.094, -0.382], [2.276, -0.549, 1.222], [2.395, -1.856, -0.187], [1.066, 1.387, 1.513], [-0.549, 2.115, 0.813], [1.163, 2.853, 0.335]],
  "forces_ev_per_a": [[-1.5428, -2.3719, -0.1983], [0.1539, 1.5537, 1.2757], [1.3747, -2.9073, 1.5157], [-1.3558, 1.3742, 1.7120], [-5.0620, -0.4049, 0.8465], [1.2509, 0.2591, -1.2254], [0.9017, -1.3842, 0.1204], [-0.9840, 1.3849, 0.1545], [1.3322, -0.9164, -2.3104], [1.5808, 0.8414, -0.6133], [0.8684, 0.0379, 0.0197], [-0.1272, 1.2120, 0.1005], [0.4753, -0.6473, -0.4389], [0.4599, 0.1655, -0.1575], [0.0152, -0.2254, -1.5068], [-0.3964, 3.0145, 0.8468], [-0.5526, 0.7429, -0.7377], [2.5154, 0.0101, 0.2477], [-0.9078, -1.7388, 0.3488]],
  "max_force_ev_per_a": 5.148,
  "e_lumo_ev": -0.13,
  "smiles": "C=CS[C@](C)(OC)[N+](=O)[O-]",
  "de_lowest_ev": 6.583,
  "e_homo_ev": -8.5,
  "orbital_gap_ev": 8.363,
  "total_charge": 0
}

***

[2]
{
  "formula": "C5H9NO4",
  "method": "the ωB97M-V functional and the def2-TZVPD basis",
  "elements": ["C", "C", "C", "C", "C", "H", "H", "H", "H", "H", "H", "H", "H", "H", "N", "O", "O", "O", "O"],
  "positions_angstrom": [[-0.230, 0.904, 0.498], [-1.761, 0.885, 0.597], [0.419, 0.545, -0.983], [1.370, -0.765, -0.954], [0.490, -1.898, -0.810], [-0.377, -0.032, 2.373], [1.216, 0.562, 1.952], [-0.018, 1.985, 0.670], [1.186, 1.294, -1.014], [-0.393, 0.621, -1.698], [1.932, -0.711, -1.904], [2.045, -0.665, -0.118], [0.173, -1.330, 0.978], [-1.895, 1.447, -1.149], [0.342, 0.135, 1.670], [-2.295, 0.403, 1.576], [0.401, -2.668, -1.679], [-0.136, -2.054, 0.403], [-2.470, 1.342, -0.408]],
  "forces_ev_per_a": [[0.5682, 0.2923, 0.1797], [0.3582, -2.3350, 1.9988], [0.9896, -0.4168, 3.7480], [-0.9947, 3.5418, -0.6321], [0.0648, -0.5032, 2.9088], [0.2941, 0.5713, 0.0852], [-0.4472, -0.1397, 0.5214], [0.0624, -0.5089, -0.2719], [-0.1543, 0.9358, -1.0363], [0.6109, -0.3789, -0.5991], [-0.3741, -0.6188, 0.5473], [0.2104, 0.1723, 0.2473], [0.1687, 0.4307, 0.5920], [0.4542, 0.4651, -1.0756], [-0.2911, 0.7739, -1.9036], [0.2669, 0.8635, -0.7192], [-1.1710, -2.7883, -2.6108], [0.2235, -0.6588, -1.9965], [-0.8395, 0.3017, 0.0166]],
  "max_force_ev_per_a": 3.995,
  "e_lumo_ev": 0.24,
  "smiles": "N[C@@H](CCC(=O)O)C(=O)O",
  "de_lowest_ev": 1.560,
  "e_homo_ev": -10.0,
  "orbital_gap_ev": 10.205,
  "total_charge": 0
}

***

[3]
{
  "formula": "C5H9NO4S",
  "method": "the ωB97M-V functional and the def2-TZVPD basis",
  "elements": ["C", "C", "C", "C", "C", "N", "O", "O", "O", "O", "S", "H", "H", "H", "H", "H", "H", "H", "H", "H"],
  "positions_angstrom": [[0.361, 2.136, 0.417], [-0.573, 1.191, 0.334], [-0.264, -0.250, 0.423], [-2.035, 1.526, 0.175], [2.011, -2.081, -0.037], [2.146, -0.928, 0.746], [3.902, 0.866, 0.058], [1.739, 1.816, 0.531], [2.134, 0.281, -1.454], [0.894, -0.571, 1.289], [2.545, 0.579, -0.154], [0.245, 3.274, 0.539], [-1.076, -0.709, 0.927], [0.101, -0.633, -0.544], [-2.312, 1.647, -0.863], [-2.246, 2.528, 0.525], [-2.731, 0.753, 0.540], [3.055, -1.984, -0.485], [1.958, -3.048, 0.394], [1.348, -1.974, -0.835]],
  "forces_ev_per_a": [[0.2975, 0.6692, 0.3098], [-0.1381, 1.2212, 0.1812], [3.1419, -0.4601, -0.4828], [-0.0676, 0.2440, -0.4906], [4.1492, 0.6512, -2.2987], [-1.8350, 3.1774, 1.7167], [0.9537, 0.4975, 0.7168], [0.3761, -1.0190, -0.2226], [-1.5633, 0.4059, -2.5710], [-1.5324, 0.3656, 1.9443], [0.4241, -1.0391, 1.5749], [0.0495, -2.1260, -0.4542], [-0.7569, -0.9803, -0.1122], [-1.4147, -0.1554, -0.0390], [0.2003, -0.3530, -0.6649], [-0.2075, 0.0022, 0.7439], [0.4302, 0.4750, 0.3718], [-1.0537, -1.1080, -0.2325], [-0.2317, -0.4157, 1.3433], [-1.2215, -0.0526, -1.3341]],
  "max_force_ev_per_a": 4.788,
  "e_lumo_ev": 0.68,
  "smiles": "CC1=COS(=O)(=O)N(C)OC1",
  "de_lowest_ev": 5.899,
  "e_homo_ev": -9.6,
  "orbital_gap_ev": 10.253,
  "total_charge": 0
}

***

[4]
{
  "formula": "C5H9NO5",
  "method": "the ωB97M-V functional and the def2-TZVPD basis",
  "elements": ["C", "C", "C", "C", "C", "H", "H", "H", "H", "H", "H", "H", "H", "H", "N", "O", "O", "O", "O", "O"],
  "positions_angstrom": [[3.853, -0.110, 0.229], [2.616, -0.122, -0.555], [-4.291, -0.137, 0.221], [-2.935, 0.558, 0.126], [-1.679, -0.318, 0.099], [5.127, -1.455, 0.812], [4.545, 0.654, -0.169], [3.612, 0.211, 1.248], [2.377, -1.008, -1.130], [1.489, 2.580, -0.138], [-3.848, -1.416, -1.134], [-4.670, -0.168, 1.249], [-5.034, 0.431, -0.370], [-1.831, -1.363, 0.441], [1.769, 0.804, -0.669], [4.409, -1.411, 0.163], [2.110, 1.889, 0.102], [-4.201, -1.486, -0.236], [-2.793, 1.758, 0.015], [-0.625, 0.109, -0.305]],
  "forces_ev_per_a": [[0.5070, 0.4994, 0.4535], [-0.5939, -0.2853, -0.7261], [-0.3130, -0.0265, -0.2131], [0.0423, 1.3828, -0.1485], [0.6759, -0.3444, -0.1926], [-0.2427, -0.0768, -0.3124], [-0.1355, -0.1871, 0.0029], [0.1052, -0.1693, 0.1096], [0.0831, -0.1140, -0.0217], [-0.2808, -0.0751, -0.0894], [-0.2328, -0.4105, 0.0366], [0.2837, 0.0430, -0.0739], [0.3781, -0.0510, 0.2173], [0.2983, 0.1976, 0.0238], [0.2064, 0.0572, -0.5800], [0.4229, -0.0363, 0.4684], [0.6262, 0.5804, 0.5470], [0.1819, 0.5035, -0.2062], [-0.5043, -0.9177, 0.2161], [-1.5080, -0.5698, 0.4888]],
  "max_force_ev_per_a": 1.685,
  "e_lumo_ev": -0.73,
  "smiles": "O=CC(=O)CO.OC/C=N\\O",
  "de_lowest_ev": 3.414,
  "e_homo_ev": -9.3,
  "orbital_gap_ev": 8.589,
  "total_charge": 0
}

***

[5]
{
  "formula": "C5H9NOS",
  "method": "the ωB97M-V functional and the def2-TZVPD basis",
  "elements": ["C", "C", "C", "C", "C", "H", "H", "H", "H", "H", "H", "H", "H", "H", "N", "O", "S"],
  "positions_angstrom": [[-1.709, 1.863, -0.539], [-0.507, 0.002, 0.713], [0.579, 0.338, -0.191], [1.854, -0.449, -0.217], [1.855, -0.357, -1.718], [-0.623, 1.824, -1.321], [-2.831, 1.411, -1.152], [-2.158, 3.059, 0.271], [0.816, 1.491, -0.030], [2.810, -0.008, -0.002], [1.814, -1.434, 0.462], [2.500, 0.679, -1.924], [1.959, -1.224, -2.413], [-0.123, -0.886, -1.807], [0.281, 0.031, -1.653], [-1.585, 0.761, 0.593], [-0.368, -1.224, 1.653]],
  "forces_ev_per_a": [[-1.9302, -0.2657, 0.4224], [-0.5909, 2.0626, -1.7682], [1.2334, 2.2088, -0.9119], [1.6652, -2.5415, 1.8411], [-1.5773, 1.9563, -1.5377], [-3.9622, 0.4570, 2.4448], [3.8770, 1.7098, 1.8046], [1.7919, -3.7397, -2.8505], [-0.5024, -2.0910, -0.6757], [0.0774, 0.6842, 1.4445], [-0.1613, 1.7965, -2.2457], [-1.7440, -2.9969, -0.3672], [0.6028, 0.9419, 0.5706], [-0.5664, -0.0104, 0.7046], [3.0320, 0.7539, -0.2553], [-0.6346, 1.7687, -1.4432], [-0.6106, -2.6945, 2.8230]],
  "max_force_ev_per_a": 5.032,
  "e_lumo_ev": 0.53,
  "de_lowest_ev": 7.507,
  "e_homo_ev": -8.6,
  "orbital_gap_ev": 9.140,
  "total_charge": 0
}

***

[6]
{
  "formula": "C5H9NOS",
  "method": "the ωB97M-V functional and the def2-TZVPD basis",
  "elements": ["C", "C", "C", "C", "C", "N", "O", "S", "H", "H", "H", "H", "H", "H", "H", "H", "H"],
  "positions_angstrom": [[0.629, -1.183, 1.864], [0.411, 0.699, 0.383], [-0.922, 0.005, 0.129], [1.177, 1.069, -0.887], [-1.066, -0.960, -1.002], [1.210, -0.189, 1.223], [0.934, -2.029, 2.643], [-2.315, 0.985, 0.553], [0.213, 1.621, 0.952], [2.083, 1.619, -0.643], [0.553, 1.701, -1.513], [1.449, 0.179, -1.447], [-1.268, -0.457, -1.957], [-1.893, -1.646, -0.809], [-0.156, -1.547, -1.107], [2.193, 0.052, 1.403], [-3.232, 0.081, 0.213]],
  "forces_ev_per_a": [[-1.6404, -0.5586, -0.1397], [-0.3981, 0.0497, 0.0370], [0.3363, 0.1443, 0.4185], [-0.1961, -0.0812, 0.2201], [0.0322, -0.0577, 0.1557], [1.3053, 0.5584, -0.1016], [0.4286, 0.4415, -0.2282], [0.4206, -0.0675, 0.0246], [0.0281, -0.1276, -0.1097], [0.1188, 0.0565, -0.0039], [-0.0321, 0.0928, -0.0797], [0.0358, -0.0801, -0.0587], [0.0141, 0.0320, 0.0462], [0.0459, -0.0268, -0.0505], [0.0189, -0.1152, -0.0549], [-0.3277, -0.1613, -0.0130], [-0.1901, -0.0992, -0.0624]],
  "max_force_ev_per_a": 1.739,
  "e_lumo_ev": [0.36, 0.32],
  "de_lowest_ev": 3.046,
  "e_homo_ev": [-7.5, -7.4],
  "orbital_gap_ev": [7.884, 7.689],
  "total_charge": 0
}

***

[7]
{
  "formula": "C5H9NOS",
  "method": "the ωB97M-V functional and the def2-TZVPD basis",
  "elements": ["C", "C", "C", "C", "C", "H", "H", "H", "H", "H", "H", "H", "H", "H", "N", "O", "S"],
  "positions_angstrom": [[0.592, 0.177, -0.527], [-0.024, -0.929, 0.333], [-1.493, -1.194, -0.124], [-1.707, 1.053, -0.085], [-0.181, 1.072, 0.391], [3.180, 1.168, -0.326], [0.313, 0.127, -1.541], [0.486, -1.942, 0.355], [-1.513, -2.027, -0.841], [-2.073, -1.223, 0.938], [-2.577, 1.015, 0.745], [-1.814, 2.040, -0.795], [0.274, 2.002, 0.678], [0.732, -0.077, 1.677], [-0.209, -0.073, 1.435], [-1.888, -0.046, -0.849], [2.278, -0.080, -0.255]],
  "forces_ev_per_a": [[-0.6588, -0.3015, -0.4765], [-2.0673, -3.6042, -2.8474], [0.4439, 0.2737, 1.0209], [-0.2394, 4.2401, 0.0768], [-2.5976, -0.9681, 1.3735], [-2.4517, -2.0136, -0.1207], [-0.1611, 0.3526, -1.3530], [-0.2055, 1.2653, 0.7487], [-0.6538, 0.0503, 0.6201], [0.8299, -0.6345, -2.6704], [2.4043, 0.6870, -1.1840], [-0.2341, -2.3641, 1.6539], [-0.2431, 0.4986, 0.3145], [2.2672, 0.6543, 2.3602], [0.3527, 1.9489, 1.3378], [-1.0171, -1.5648, -1.2349], [4.2317, 1.4799, 0.3804]],
  "max_force_ev_per_a": 5.037,
  "e_lumo_ev": 0.59,
  "de_lowest_ev": 4.560,
  "e_homo_ev": -9.2,
  "orbital_gap_ev": 9.843,
  "total_charge": 0
}

***

What is the formula in the first record?
C5H9NO3S